67
Properties=species:S:1:pos:R:3 method="wB97M-V/def2-TZVPD" gap_ev=9.03 total_charge=-1 largest_force_ev_per_a=9.2 total_energy_ev=-67775.837 de_lowest_kcal_mol=119.1
Cl -0.92291 0.03243 0.79710
O -0.42710 1.10642 1.62086
O -2.35764 -0.06497 0.81449
O -0.54658 0.30816 -0.54396
O -0.31482 -1.15268 1.10905
O -0.28995 2.83605 4.43431
H 0.19647 2.53016 3.66876
H 0.37360 2.93254 5.11742
O -4.48982 -1.41829 -0.76778
H -5.36341 -1.43993 -0.37715
H -4.03325 -0.72161 -0.29617
C 2.95143 1.92721 -1.40753
O 2.04687 2.76922 -1.27883
N 2.67027 0.69517 -1.46445
N 4.23190 2.20322 -1.68659
H 3.30650 0.07426 -1.94379
H 1.67386 0.65140 -1.62369
H 5.05182 1.61711 -1.75219
H 4.36012 3.17986 -1.46338
C 0.64696 -0.80183 5.46285
O 0.99885 0.37636 5.54867
N 0.82708 -1.62962 4.45172
N 0.26969 -1.54015 6.38491
H 0.25216 -2.45374 4.34983
H 1.23160 -1.21811 3.62278
H -0.07064 -2.45238 6.11638
H 0.27239 -1.11629 7.30167
C -2.91130 3.70868 1.65209
O -2.43101 3.45666 2.72173
N -3.40295 2.86631 0.84699
N -2.73066 4.87097 1.05804
H -3.65030 3.14669 -0.09126
H -3.32793 1.87687 1.03535
H -3.33307 5.14831 0.29629
H -1.96837 5.45048 1.37927
C 3.72685 -0.19277 1.88364
O 4.09993 -1.34788 1.56503
N 2.46662 0.19052 1.94264
N 4.56687 0.75098 1.79864
H 1.87102 -0.29291 1.28564
H 2.25342 1.17257 2.04363
H 4.18939 1.58890 2.21756
H 5.51386 0.49753 1.55554
C -2.24782 0.10298 -3.88973
O -2.69792 -0.81047 -3.19969
N -2.79111 0.69158 -4.93948
N -1.21235 0.82885 -3.51786
H -3.54557 0.16774 -5.35957
H -2.38384 1.48027 -5.42137
H -0.85675 1.58881 -4.08010
H -0.98621 0.82783 -2.53350
C 1.48812 -1.71855 -3.40912
O 2.55304 -2.27097 -3.52945
N 0.63120 -1.92620 -2.52676
N 1.01490 -0.84610 -4.25453
H -0.19338 -1.35584 -2.40487
H 0.89099 -2.60265 -1.82316
H 1.78640 -0.57746 -4.84843
H 0.35451 -0.19503 -3.85442
C -1.65823 -3.88766 -1.35087
O -2.54194 -3.15423 -1.79214
N -1.03116 -3.88895 -0.24940
N -1.13020 -4.86937 -2.03039
H -1.25810 -3.18549 0.43889
H -0.16383 -4.38030 -0.08694
H -0.26157 -5.25500 -1.68857
H -1.23698 -4.88568 -3.03461


21
Properties=species:S:1:pos:R:3 method="wB97M-V/def2-TZVPD" gap_ev=8.63 largest_force_ev_per_a=9.4 total_energy_ev=-9520.455 smiles="C#C/C=C(/C)C(=C)CC" de_lowest_kcal_mol=147.2
C 2.12738 -1.02891 0.56290
C 1.30311 -1.66659 -0.45578
C 0.20545 -0.61740 -0.75299
C 0.31116 0.28516 -1.80756
C -0.91520 -0.38009 0.32769
C -1.39769 -1.77066 0.73669
C -1.05520 0.88091 1.05031
C -0.65269 2.12215 0.46349
C -0.64262 3.27315 -0.09049
H 2.38598 -0.06108 -0.18431
H 1.95569 -0.54736 1.75254
H 3.14618 -1.42612 0.69992
H 0.74453 -2.65486 -0.22013
H 1.73751 -1.91927 -1.44358
H 1.14156 0.45630 -2.44272
H -0.47502 1.12667 -1.78447
H -0.38944 -2.32431 1.00568
H -1.55808 -2.41547 -0.29168
H -2.27363 -1.63746 1.43839
H -1.87255 0.71408 1.73050
H -0.24490 4.10253 -0.46577


17
Properties=species:S:1:pos:R:3 method="wB97M-V/def2-TZVPD" gap_ev=11.85 largest_force_ev_per_a=2.5 total_energy_ev=-6389.460 smiles=CCCC.O de_lowest_kcal_mol=15.2
C 1.42084 -1.50998 0.43456
C -0.28191 1.92295 -0.59609
C 0.03124 0.44447 -0.76399
C 0.95871 -0.02168 0.42918
H 1.80694 -1.82084 -0.50530
H 0.44902 -2.00807 0.67509
H 2.26042 -1.69388 1.15587
H -0.77150 2.48940 -1.43109
H 0.53398 2.54726 -0.39280
H -0.92250 2.15278 0.26722
H 0.60043 0.16519 -1.65367
H -0.76357 -0.27424 -0.83315
H 1.88702 0.59033 0.44691
H 0.55390 0.38888 1.36449
H -2.10559 -1.24561 1.09728
H -2.90676 -0.65609 -0.11067
O -2.75067 -1.47089 0.41617


62
Properties=species:S:1:pos:R:3 method="wB97M-V/def2-TZVPD" multiplicity=5 gap_ev="8.39 / 6.80" total_charge=+3 largest_force_ev_per_a=0.5 total_energy_ev=-135486.620
Co 0.71562 1.93953 -0.41680
N 2.45281 3.62940 3.71083
C 2.30640 3.51408 2.20577
C 3.63105 3.04680 1.60951
C 3.64788 3.07405 0.07405
N 2.83386 1.98070 -0.54688
C 3.19127 4.43158 -0.45665
C 1.84471 4.88292 0.10574
N 0.73052 4.06593 -0.48513
C 1.86172 4.85944 1.64083
H 2.73584 2.74447 4.14062
H 1.58376 3.92942 4.16075
H 3.16843 4.32169 3.95297
H 1.53242 2.76355 2.05621
H 3.89892 2.05121 1.97773
H 4.42206 3.73167 1.93180
H 4.68526 2.92275 -0.22239
H 3.19880 1.07157 -0.26002
H 3.02145 2.01259 -1.54933
H 3.16715 4.42450 -1.55060
H 3.93977 5.17565 -0.17972
H 1.68127 5.91901 -0.18812
H 0.72773 4.27207 -1.48656
H -0.16006 4.44345 -0.16244
H 0.88789 5.15644 2.04398
H 2.58145 5.62543 1.94581
C -5.15701 -2.65245 0.42811
C -4.28293 -2.96157 -0.80840
C -4.04054 -4.47114 -0.89411
C -5.01079 -2.48606 -2.08572
C -3.00438 -2.18859 -0.68380
C -3.06867 -0.75687 -0.59378
C -1.91766 -0.07215 -0.49117
Br -1.94065 1.83734 -0.37673
C -0.61151 -0.68013 -0.47161
O 0.42093 0.07474 -0.39945
C -0.54030 -2.12815 -0.55710
C -1.74041 -2.79836 -0.65597
C 0.75180 -2.95090 -0.56002
C 0.80480 -3.75881 -1.87564
C 2.05285 -2.14795 -0.45761
C 0.70369 -3.92313 0.63833
H -6.08964 -3.20876 0.34180
H -5.41245 -1.59389 0.51028
H -4.65747 -2.96249 1.34781
H -4.99988 -4.97718 -0.98314
H -3.55467 -4.85762 0.00456
H -3.45358 -4.74001 -1.77516
H -5.94010 -3.04550 -2.18495
H -4.40489 -2.66916 -2.97463
H -5.26724 -1.42538 -2.05615
H -4.02107 -0.24526 -0.61642
H -1.70622 -3.87361 -0.72613
H 0.82371 -3.10193 -2.74806
H -0.03977 -4.43915 -1.97644
H 1.71486 -4.35901 -1.88386
H 2.18116 -1.46481 -1.29922
H 2.88345 -2.85218 -0.48023
H 2.11750 -1.59364 0.48213
H -0.14124 -4.60823 0.58084
H 0.64598 -3.38536 1.58767
H 1.61433 -4.52253 0.64203


14
Properties=species:S:1:pos:R:3 method="wB97M-V/def2-TZVPD" gap_ev=11.15 total_charge=+1 largest_force_ev_per_a=0.9 total_energy_ev=-7805.419 de_lowest_kcal_mol=61.9
C 2.12855 -0.96887 0.00634
C 2.15207 0.48793 -0.13132
C -1.40126 0.74932 -0.23596
C -0.97380 -0.52735 0.35699
N 1.00123 -0.44856 -0.13810
O -1.33540 -1.66752 -0.10897
H 2.64113 -1.89320 0.15371
H 2.30295 1.09118 0.75576
H 2.42378 0.94614 -1.07098
H -0.84540 1.59205 0.16332
H -1.33510 0.74235 -1.32304
H -2.45248 0.89642 0.03088
H -0.73322 -0.56222 1.41912
H -1.67826 -1.65109 -1.02323


26
Properties=species:S:1:pos:R:3 method="wB97M-V/def2-TZVPD" gap_ev=10.38 largest_force_ev_per_a=4.6 total_energy_ev=-29012.988 de_lowest_kcal_mol=0.0
C 1.27977 -2.61226 -1.51530
C 1.15311 2.00320 3.00139
C 0.66594 -2.26646 -0.37940
C 1.65163 1.78445 1.80296
C -1.98756 0.15934 -1.92785
C -0.79775 0.36682 -1.37900
C -3.00679 -0.37615 -1.09218
C 1.20300 -1.06360 0.34422
C 0.77461 1.82511 0.58525
O -0.97002 -0.12349 1.54233
F 0.15572 0.83220 -2.20144
F 2.37296 -0.66971 -0.28354
F -0.23762 2.74289 0.67528
P -0.10854 0.25068 0.45220
H 0.81750 -3.45768 -2.09059
H 2.27811 -2.28803 -1.94121
H 1.77702 2.18899 3.86471
H 0.06329 2.04743 3.18162
H -0.16319 -2.69523 0.18660
H 2.62737 1.92291 1.74776
H -2.25101 0.23601 -2.98392
H -2.81396 -0.55857 -0.07246
H -3.82035 0.28202 -1.18096
H -3.55627 -1.34295 -1.39409
H 1.60696 -1.34498 1.29453
H 1.28605 2.15707 -0.23690


no.,molar mass (g/mol)
1,555.87
2,120.19
3,76.14
4,473.36
5,86.11
6,224.16